1.
Formula: C34H36Br2F4OPPtS
Source: the OMol25 dataset
Level of theory: ωB97M-V/def2-TZVPD

Results
**HOMO-LUMO gap**: 0.2511 Eh
**Energy above the lowest of the compared OMol25 structures with the same formula, charge and spin**: 0.355 eV
**Calculated total energy**: -7798.5746 Eh
**Charge**: +1
**Spin multiplicity**: 1

Atoms and positions in Å:
Pt: -0.138 0.520 -0.023
C: -3.736 6.899 2.651
C: -2.551 6.911 1.675
C: -1.496 7.914 2.165
C: -3.058 7.367 0.308
C: -1.919 5.522 1.620
C: -1.727 4.836 0.439
C: -1.145 3.581 0.510
Br: -0.855 2.624 -1.124
C: -0.755 2.928 1.652
O: -0.265 1.681 1.618
C: -0.906 3.640 2.866
C: -1.482 4.898 2.799
C: -0.443 3.041 4.203
C: 1.052 2.698 4.110
C: -0.617 4.028 5.359
C: -1.283 1.795 4.510
H: -4.195 7.888 2.690
H: -3.428 6.633 3.663
H: -4.493 6.182 2.329
H: -1.920 8.919 2.199
H: -0.638 7.928 1.490
H: -1.136 7.661 3.163
H: -3.548 8.336 0.410
H: -3.789 6.669 -0.106
H: -2.241 7.489 -0.408
H: -2.020 5.248 -0.517
H: -1.607 5.442 3.723
H: 1.626 3.586 3.838
H: 1.236 1.932 3.359
H: 1.415 2.339 5.075
H: -0.047 4.946 5.201
H: -0.248 3.565 6.275
H: -1.665 4.285 5.522
H: -1.199 1.052 3.720
H: -2.335 2.067 4.615
H: -0.954 1.342 5.449
F: 1.281 -5.842 -4.406
C: 0.957 -4.679 -3.873
C: 0.031 -3.862 -4.486
F: -0.543 -4.238 -5.618
C: -0.293 -2.641 -3.919
F: -1.183 -1.917 -4.601
C: 0.278 -2.180 -2.730
P: -0.214 -0.509 -2.088
C: -1.961 -0.398 -2.553
C: -2.494 0.668 -3.268
C: -3.850 0.693 -3.561
C: -4.676 -0.338 -3.138
C: -4.151 -1.390 -2.400
C: -2.800 -1.417 -2.102
C: 0.803 0.516 -3.199
C: 1.903 1.176 -2.652
C: 2.698 1.993 -3.441
C: 2.394 2.165 -4.783
C: 1.304 1.508 -5.338
C: 0.514 0.681 -4.556
C: 1.244 -3.014 -2.163
Br: 2.294 -2.483 -0.708
C: 1.564 -4.244 -2.709
F: 2.476 -5.026 -2.144
H: -1.862 1.477 -3.608
H: -4.258 1.516 -4.134
H: -5.729 -0.322 -3.383
H: -4.794 -2.190 -2.058
H: -2.391 -2.243 -1.529
H: 2.136 1.055 -1.601
H: 3.549 2.499 -3.006
H: 3.007 2.811 -5.398
H: 1.063 1.643 -6.384
H: -0.332 0.180 -5.004
C: 0.027 -2.488 1.964
S: 0.433 -0.738 1.905
C: 2.213 -0.799 2.126
H: 0.583 -3.062 1.230
H: -1.041 -2.583 1.786
H: 0.262 -2.833 2.970
H: 2.398 -1.175 3.131
H: 2.592 0.217 2.038
H: 2.697 -1.439 1.401

2.
Formula: C2H7N3
Source: the OMol25 dataset
Level of theory: ωB97M-V/def2-TZVPD

Results
**HOMO-LUMO gap (spin up / spin down)**: 0.2670 / 0.2611 Eh
**Energy above the lowest of the compared OMol25 structures with the same formula, charge and spin**: 3.504 eV
**Calculated total energy**: -244.5466 Eh
**Spin multiplicity**: 1

Atoms and positions in Å:
C: -0.460 -0.437 0.685
C: 0.898 0.617 -0.875
N: -0.522 0.699 1.481
N: -0.241 -0.414 -0.619
N: -0.246 -1.421 -1.441
H: -0.750 -1.380 1.138
H: -0.709 0.534 2.459
H: -0.840 1.546 1.022
H: -0.558 -2.269 -0.954
H: 1.173 0.438 -1.910
H: 1.742 0.454 -0.206
H: 0.515 1.634 -0.780

3.
Formula: C2H8N5
Source: the OMol25 dataset
Level of theory: ωB97M-V/def2-TZVPD

Results
**HOMO-LUMO gap (spin up / spin down)**: 0.3259 / 0.3260 Eh
**Energy above the lowest of the compared OMol25 structures with the same formula, charge and spin**: 5.172 eV
**Calculated total energy**: -354.3666 Eh
**Charge**: +1
**Spin multiplicity**: 1

Atoms and positions in Å:
C: -0.161 1.064 1.429
C: 1.257 -1.209 -0.975
N: 1.033 1.775 0.788
N: 1.429 1.150 -0.180
N: -0.110 -0.169 0.742
N: 0.838 -0.058 -0.167
N: -1.696 -0.184 -0.326
H: 0.015 0.979 2.442
H: -1.077 1.663 1.217
H: 0.794 -2.121 -0.600
H: 1.151 -1.115 -1.981
H: 2.356 -1.249 -0.835
H: -1.885 0.781 -0.403
H: -2.588 -0.648 -0.011
H: -1.355 -0.659 -1.138

4.
Formula: C32H25AsMoN5S
Source: the OMol25 dataset
Level of theory: ωB97M-V/def2-TZVPD

Results
**HOMO-LUMO gap (spin up / spin down)**: 0.2218 / 0.2360 Eh
**Energy above the lowest of the compared OMol25 structures with the same formula, charge and spin**: 0.000 eV
**Calculated total energy**: -4209.4612 Eh
**Charge**: +3
**Spin multiplicity**: 3
**<S²>**: 2.1927

Atoms and positions in Å:
Mo: 0.795 -1.348 -0.540
N: 4.745 0.487 -0.380
C: 3.622 -0.022 -0.797
N: 2.647 -0.440 0.021
C: 2.857 -0.345 1.426
N: 2.009 -0.857 2.252
N: 1.005 -1.514 1.554
C: 0.238 -2.319 2.191
C: -0.705 -3.089 1.371
C: -1.545 -4.038 1.890
C: -2.341 -4.784 1.014
C: -2.254 -4.546 -0.340
C: -1.386 -3.565 -0.804
N: -0.624 -2.845 0.028
C: 4.066 0.300 1.907
C: 4.318 0.486 3.270
C: 5.513 1.044 3.671
C: 6.475 1.412 2.727
C: 6.244 1.235 1.375
C: 5.035 0.684 0.989
H: 5.427 0.779 -1.071
H: 3.471 -0.091 -1.866
H: 0.341 -2.446 3.265
H: -1.572 -4.207 2.959
H: -3.008 -5.545 1.399
H: -2.845 -5.107 -1.051
H: -1.306 -3.341 -1.859
H: 3.572 0.186 3.993
H: 5.712 1.193 4.724
H: 7.414 1.838 3.054
H: 6.988 1.522 0.641
S: 0.810 -1.121 -2.794
C: -0.017 0.319 -3.361
C: 0.157 0.705 -4.688
C: -0.465 1.868 -5.126
C: -1.241 2.624 -4.257
C: -1.421 2.228 -2.930
C: -0.817 1.068 -2.489
As: -1.049 0.398 -0.712
C: -1.053 1.899 0.453
C: 0.123 2.639 0.567
C: 0.119 3.798 1.324
C: -1.051 4.207 1.957
C: -2.216 3.463 1.838
C: -2.227 2.297 1.082
C: -2.755 -0.452 -0.667
C: -3.454 -0.661 -1.850
C: -4.684 -1.309 -1.805
C: -5.199 -1.739 -0.591
C: -4.494 -1.526 0.590
C: -3.264 -0.889 0.557
H: 0.765 0.115 -5.361
H: -0.339 2.186 -6.152
H: -1.717 3.529 -4.611
H: -2.033 2.824 -2.263
H: 1.032 2.330 0.062
H: 1.020 4.389 1.417
H: -1.054 5.116 2.544
H: -3.123 3.790 2.327
H: -3.143 1.731 0.981
H: -3.066 -0.310 -2.798
H: -5.244 -1.461 -2.718
H: -6.165 -2.227 -0.560
H: -4.915 -1.840 1.537
H: -2.731 -0.702 1.484

5.
Formula: C17H12ClN4O9STi
Source: the OMol25 dataset
Level of theory: ωB97M-V/def2-TZVPD

Results
**HOMO-LUMO gap**: 0.2584 Eh
**Energy above the lowest of the compared OMol25 structures with the same formula, charge and spin**: 0.476 eV
**Calculated total energy**: -3258.8291 Eh
**Charge**: +1
**Spin multiplicity**: 1

Atoms and positions in Å:
Ti: 0.364 -0.350 0.105
Cl: 5.764 -4.462 2.698
C: 4.684 -3.372 1.914
C: 5.134 -2.641 0.796
C: 4.310 -1.768 0.131
C: 2.989 -1.592 0.556
O: 2.189 -0.765 -0.074
C: 2.541 -2.302 1.702
C: 1.280 -2.048 2.268
O: 0.424 -1.215 1.848
C: 3.411 -3.203 2.367
H: 6.155 -2.780 0.464
H: 4.657 -1.211 -0.728
H: 1.007 -2.592 3.175
H: 3.060 -3.742 3.238
O: -3.032 0.730 -1.549
C: -2.188 0.857 -0.704
O: -1.540 -0.161 -0.127
C: -1.721 2.162 -0.118
C: -2.534 3.136 0.425
C: -1.956 4.094 1.249
C: -0.633 4.038 1.642
C: 0.151 3.047 1.086
C: -0.345 2.203 0.103
O: 0.453 1.353 -0.568
N: 1.449 2.704 1.665
O: 1.685 1.496 1.741
O: 2.162 3.572 2.087
N: -2.815 5.149 1.825
O: -3.975 5.161 1.476
O: -2.274 5.976 2.524
H: -3.602 3.139 0.261
H: -0.243 4.722 2.383
S: 0.076 -2.383 -1.220
C: -1.266 -1.922 -2.216
N: -2.470 -2.448 -2.139
C: -3.396 -1.868 -3.120
C: -2.477 -0.918 -3.920
N: -1.196 -1.053 -3.210
H: -2.744 -3.050 -1.382
H: -4.184 -1.323 -2.607
H: -3.827 -2.651 -3.739
H: -2.825 0.110 -3.877
H: -2.361 -1.229 -4.957
H: -0.340 -0.596 -3.474

6.
Formula: C62H53Cl4IO4P2PbSi
Source: the OMol25 dataset
Level of theory: ωB97M-V/def2-TZVPD

Results
**HOMO-LUMO gap**: 0.1927 Eh
**Energy above the lowest of the compared OMol25 structures with the same formula, charge and spin**: 0.000 eV
**Calculated total energy**: -5999.1065 Eh
**Charge**: -2
**Spin multiplicity**: 1

Atoms and positions in Å:
Pb: -0.611 -1.667 1.217
C: -5.601 5.464 0.682
C: -5.459 4.097 1.374
C: -6.650 3.880 2.325
C: -4.171 4.078 2.176
C: -3.969 4.970 3.229
C: -2.793 4.979 3.953
C: -1.774 4.092 3.621
C: -1.934 3.190 2.584
P: -0.652 2.031 1.951
C: -0.237 3.029 0.460
C: 0.087 4.385 0.505
C: 0.301 5.096 -0.664
C: 0.174 4.464 -1.897
C: -0.160 3.121 -1.956
C: -0.359 2.410 -0.778
C: 0.736 2.364 3.093
C: 0.596 1.921 4.410
C: 1.658 1.996 5.296
C: 2.883 2.499 4.878
C: 3.039 2.918 3.566
C: 1.974 2.850 2.678
C: -3.146 3.193 1.882
O: -3.210 2.292 0.864
C: -4.363 2.139 0.137
C: -4.378 1.074 -0.768
C: -5.552 0.897 -1.494
C: -6.635 1.752 -1.375
C: -6.577 2.790 -0.465
C: -5.449 2.993 0.325
P: -3.009 -0.231 -0.847
C: -2.495 0.032 -2.607
C: -3.233 0.627 -3.626
C: -2.662 0.890 -4.867
C: -1.334 0.584 -5.110
C: -0.569 0.032 -4.090
C: -1.143 -0.232 -2.859
C: -4.231 -1.551 -0.488
C: -4.749 -2.490 -1.370
C: -5.686 -3.414 -0.934
C: -6.099 -3.427 0.393
C: -5.564 -2.508 1.283
C: -4.638 -1.572 0.843
H: -5.636 6.268 1.419
H: -6.517 5.503 0.090
H: -4.755 5.643 0.017
H: -6.667 4.644 3.104
H: -6.581 2.903 2.803
H: -7.596 3.932 1.785
H: -4.753 5.675 3.480
H: -2.659 5.682 4.765
H: -0.843 4.108 4.174
H: 0.162 4.886 1.465
H: 0.556 6.148 -0.617
H: 0.332 5.023 -2.811
H: -0.276 2.616 -2.907
H: -0.634 1.364 -0.821
H: -0.333 1.468 4.731
H: 1.534 1.625 6.306
H: 3.719 2.536 5.565
H: 4.000 3.279 3.219
H: 2.119 3.153 1.650
H: -5.636 0.038 -2.149
H: -7.529 1.587 -1.964
H: -7.432 3.445 -0.347
H: -4.266 0.895 -3.474
H: -3.269 1.337 -5.646
H: -0.895 0.778 -6.081
H: 0.476 -0.202 -4.248
H: -0.535 -0.662 -2.074
H: -4.389 -2.514 -2.388
H: -6.077 -4.144 -1.633
H: -6.815 -4.164 0.734
H: -5.845 -2.526 2.329
H: -4.210 -0.870 1.551
Cl: -0.657 -5.187 -5.415
C: -0.360 -4.666 -3.782
C: 0.696 -5.190 -3.070
Cl: 1.737 -6.386 -3.780
C: 0.941 -4.724 -1.770
Cl: 2.233 -5.403 -0.835
C: 0.176 -3.719 -1.175
O: 0.494 -3.212 -0.017
C: -1.008 -3.242 -1.868
O: -1.807 -2.441 -1.255
C: -1.198 -3.715 -3.178
Cl: -2.566 -3.117 -4.083
I: -0.518 -1.889 4.438
C: 1.365 -0.374 1.061
H: 1.742 -0.150 2.067
H: 1.022 0.582 0.648
C: 5.301 0.495 -0.369
C: 5.194 -0.607 0.689
C: 6.532 -1.341 0.802
C: 4.870 0.035 2.043
Si: 3.727 -1.749 0.247
O: 2.416 -0.791 0.186
C: 3.666 -3.126 1.518
C: 4.379 -4.312 1.320
C: 4.360 -5.332 2.258
C: 3.608 -5.193 3.417
C: 2.887 -4.029 3.632
C: 2.928 -3.004 2.696
C: 3.894 -2.426 -1.496
C: 2.784 -2.309 -2.338
C: 2.795 -2.832 -3.623
C: 3.925 -3.480 -4.099
C: 5.043 -3.597 -3.284
C: 5.024 -3.074 -1.998
H: 6.109 1.193 -0.109
H: 4.371 1.063 -0.438
H: 5.517 0.084 -1.358
H: 7.297 -0.664 1.204
H: 6.888 -1.688 -0.170
H: 6.468 -2.203 1.471
H: 5.677 0.721 2.336
H: 4.766 -0.711 2.834
H: 3.944 0.611 2.003
H: 4.936 -4.458 0.401
H: 4.909 -6.248 2.071
H: 3.570 -5.999 4.141
H: 2.266 -3.907 4.511
H: 2.345 -2.116 2.901
H: 1.887 -1.835 -1.956
H: 1.905 -2.767 -4.239
H: 3.926 -3.910 -5.093
H: 5.926 -4.113 -3.644
H: 5.902 -3.202 -1.376

7.
Formula: C24H14CrF2O8Pd2
Source: the OMol25 dataset
Level of theory: ωB97M-V/def2-TZVPD

Results
**HOMO-LUMO gap (spin up / spin down)**: 0.1577 / 0.1032 Eh
**Calculated total energy**: -3023.7999 Eh
**Charge**: +2
**Spin multiplicity**: 9
**<S²>**: 20.3340

Atoms and positions in Å:
Pd: -2.046 2.453 -1.207
Pd: 3.500 3.921 2.254
Cr: -0.554 3.034 3.252
C: 3.905 3.146 6.503
C: 3.580 2.974 7.813
C: 2.182 2.537 8.104
O: 1.822 2.337 9.347
C: 1.187 2.468 7.175
C: 1.503 2.686 5.729
C: 3.021 2.947 5.401
O: 3.344 3.191 4.205
O: 0.617 2.717 4.920
O: 4.397 3.372 8.758
H: 4.878 3.507 6.203
H: 0.238 2.132 7.566
C: -0.291 0.605 0.069
C: 0.106 0.598 -1.280
C: 1.555 0.966 -1.740
O: 1.908 1.086 -2.969
C: 2.482 1.427 -0.829
C: 2.120 1.573 0.597
C: 0.624 1.076 1.082
O: 0.253 1.308 2.249
O: 2.769 2.208 1.483
O: -0.919 0.594 -2.085
H: -1.280 0.389 0.445
H: 3.489 1.726 -1.079
F: -3.490 0.770 -0.824
C: -4.218 -0.332 -1.240
C: -4.364 -1.364 -0.360
C: -5.078 -2.505 -0.733
C: -5.703 -2.557 -1.997
C: -5.498 -1.572 -2.925
C: -4.688 -0.473 -2.538
H: -3.986 -1.269 0.648
H: -5.171 -3.279 0.015
H: -6.184 -3.478 -2.292
H: -5.914 -1.659 -3.918
H: -4.511 0.332 -3.236
F: -0.384 -4.574 -3.463
C: 0.402 -3.969 -4.298
C: 0.722 -2.585 -4.115
C: 1.502 -1.940 -5.091
C: 2.048 -2.647 -6.129
C: 1.771 -3.987 -6.304
C: 0.895 -4.648 -5.396
H: 0.322 -1.951 -3.337
H: 1.659 -0.876 -4.993
H: 2.659 -2.093 -6.826
H: 2.066 -4.606 -7.139
H: 0.756 -5.716 -5.475

8.
Formula: C20H28N4O4
Source: the OMol25 dataset
Level of theory: ωB97M-V/def2-TZVPD

Results
**HOMO-LUMO gap**: 0.3428 Eh
**Energy above the lowest of the compared OMol25 structures with the same formula, charge and spin**: 2.108 eV
**Calculated total energy**: -1298.9054 Eh
**Spin multiplicity**: 1

Atoms and positions in Å:
C: -1.067 -5.767 3.245
C: -1.704 -5.440 1.913
O: -0.673 -5.484 0.877
N: -0.337 -4.193 0.533
C: -1.159 -3.377 1.052
C: -1.021 -1.903 0.830
O: -1.816 -1.132 1.345
N: 0.012 -1.525 0.056
C: 0.251 -0.121 -0.235
C: -0.678 0.416 -1.320
C: -0.428 1.880 -1.660
C: -1.227 2.302 -2.895
C: -1.043 3.784 -3.208
C: -1.354 4.645 -1.986
N: -0.566 4.207 -0.835
C: 0.689 4.700 -0.575
O: 1.569 4.015 -0.080
C: 0.945 6.143 -0.898
C: 0.049 7.156 -0.576
C: 0.396 8.471 -0.839
C: 1.619 8.815 -1.401
N: 2.008 10.161 -1.669
C: 2.508 7.783 -1.727
O: 3.695 8.122 -2.303
C: 2.171 6.463 -1.461
C: -0.793 2.804 -0.497
C: -2.273 -4.020 1.824
C: -3.601 -3.911 1.076
H: -1.828 -5.786 4.027
H: -0.577 -6.740 3.208
H: -0.323 -5.011 3.503
H: -2.439 -6.192 1.625
H: 0.607 -2.245 -0.319
H: 0.117 0.435 0.692
H: 1.292 -0.015 -0.542
H: -0.550 -0.190 -2.222
H: -1.713 0.283 -0.991
H: 0.641 2.024 -1.866
H: -0.930 1.693 -3.754
H: -2.289 2.097 -2.713
H: -0.007 3.971 -3.509
H: -1.681 4.088 -4.041
H: -1.150 5.691 -2.191
H: -2.412 4.548 -1.720
H: -0.901 6.919 -0.118
H: -0.293 9.271 -0.591
H: 1.595 10.503 -2.528
H: 1.684 10.772 -0.930
H: 4.213 7.319 -2.424
H: 2.877 5.666 -1.670
H: -1.857 2.687 -0.264
H: -0.211 2.579 0.392
H: -2.364 -3.567 2.812
H: -3.888 -2.867 0.965
H: -3.519 -4.361 0.084
H: -4.386 -4.434 1.624

9.
Formula: C9H14
Source: the OMol25 dataset
Level of theory: ωB97M-V/def2-TZVPD

Results
**HOMO-LUMO gap**: 0.3712 Eh
**Energy above the lowest of the compared OMol25 structures with the same formula, charge and spin**: 0.396 eV
**Calculated total energy**: -351.3156 Eh
**Spin multiplicity**: 1

Atoms and positions in Å:
C: -1.114 -0.265 3.725
C: -0.824 -0.651 2.278
C: -0.766 0.349 1.317
C: -0.675 -0.045 -0.022
C: -0.537 -1.384 -0.360
C: -0.550 -2.353 0.623
C: -0.685 -2.001 1.963
H: -0.238 -0.327 4.366
H: -1.901 -0.880 4.164
H: -1.450 0.765 3.761
H: -0.855 1.401 1.559
H: -0.603 0.747 -0.757
H: -0.396 -1.556 -1.420
H: -0.551 -3.378 0.301
H: -0.791 -2.732 2.756
C: 0.771 1.471 -3.271
C: 2.232 1.575 -2.790
H: 0.367 2.414 -3.630
H: 0.636 0.747 -4.066
H: 0.142 1.243 -2.419
H: 2.709 2.434 -3.255
H: 2.280 1.707 -1.714
H: 2.801 0.717 -3.107

10.
Formula: C4H7N3
Source: the OMol25 dataset
Level of theory: ωB97M-V/def2-TZVPD

Results
**HOMO-LUMO gap**: 0.3410 Eh
**Energy above the lowest of the compared OMol25 structures with the same formula, charge and spin**: 2.491 eV
**Calculated total energy**: -320.7917 Eh
**Spin multiplicity**: 1

Atoms and positions in Å:
C: 0.374 0.394 -1.915
C: 0.465 0.856 0.612
C: 0.218 0.179 1.863
C: -0.826 -1.414 -0.805
N: 0.701 1.377 -2.453
N: 0.770 1.945 0.207
N: 0.230 -0.475 -1.004
H: -0.291 0.872 2.536
H: -0.385 -0.714 1.736
H: 1.177 -0.098 2.303
H: -0.544 -2.085 0.010
H: -1.786 -0.937 -0.563
H: -0.965 -2.022 -1.703
H: 0.861 2.121 -0.823

Among the records above, which one has the lowest calculated total energy?
C34H36Br2F4OPPtS